15
Properties=species:S:1:pos:R:3:lowdin_charge:R:1 method="wB97M-V/def2-TZVPD" energy_ha=-593.644002 lumo_energy_ev=0.778 smiles=CCS.CO e_homo_ev=-8.8703 homo_lumo_gap_ha=0.355 de_lowest_kj_mol=192.0
C -2.21 0.30 0.13 -0.16
O -2.32 -1.04 0.72 -0.18
H -1.26 0.83 0.74 0.14
H -3.01 1.01 0.09 0.03
H -2.15 0.20 -1.04 0.10
H -2.82 -1.66 0.16 0.08
C 2.23 0.86 -0.03 -0.21
C 1.15 -0.16 -0.42 -0.55
S 1.04 -1.43 1.02 0.67
H 1.80 1.70 0.59 0.07
H 2.96 0.36 0.60 0.04
H 2.74 1.31 -1.01 0.11
H 1.55 -0.72 -1.27 0.05
H 0.27 0.37 -0.71 0.02
H 0.02 -1.93 0.41 -0.21

15
Properties=species:S:1:pos:R:3:lowdin_charge:R:1 method="wB97M-V/def2-TZVPD" energy_ha=-593.712807 lumo_energy_ev=0.644 smiles=CCSC.O e_homo_ev=-8.1823 homo_lumo_gap_ha=0.324 de_lowest_kj_mol=11.3
C -2.25 0.77 -0.97 -0.18
C -0.91 0.39 -0.36 -0.58
S -1.11 -0.55 1.18 0.77
C 0.58 -1.17 1.36 -0.44
H -2.06 1.39 -1.84 0.07
H -2.88 1.27 -0.23 0.06
H -2.82 -0.12 -1.22 0.07
H -0.38 1.29 -0.09 0.06
H -0.31 -0.21 -1.04 0.07
H 0.93 -1.54 0.40 0.02
H 1.26 -0.38 1.67 0.02
H 0.55 -1.95 2.12 0.02
H 3.38 -0.43 -0.59 0.04
H 3.25 0.95 0.06 0.04
O 2.76 0.30 -0.45 -0.06

15
Properties=species:S:1:pos:R:3:lowdin_charge:R:1 method="wB97M-V/def2-TZVPD" energy_ha=-593.708441 lumo_energy_ev=0.823 smiles=CCCS.O e_homo_ev=-8.9997 homo_lumo_gap_ha=0.361 de_lowest_kj_mol=22.8
S -2.94 1.09 -2.12 0.68
C -0.10 -0.18 0.79 -0.11
C -2.25 0.43 -0.59 -0.63
C -0.74 0.34 -0.52 -0.35
H -2.60 2.38 -1.90 -0.14
H -0.15 0.63 1.54 0.07
H 0.95 -0.50 0.69 0.07
H -0.69 -1.04 1.14 0.07
H -2.67 -0.59 -0.48 0.08
H -2.68 1.06 0.22 0.07
H -0.25 1.26 -0.89 0.10
H -0.50 -0.47 -1.24 0.10
O 4.57 -1.73 1.08 -0.09
H 5.16 -1.63 1.86 0.05
H 4.90 -1.05 0.44 0.05

15
Properties=species:S:1:pos:R:3:lowdin_charge:R:1 method="wB97M-V/def2-TZVPD" energy_ha=-593.704671 lumo_energy_ev=0.766 smiles=CCCO.S e_homo_ev=-9.5889 homo_lumo_gap_ha=0.381 de_lowest_kj_mol=32.7
S -1.32 2.42 1.23 0.48
H -0.70 1.21 1.17 -0.25
H -1.14 2.64 2.54 -0.22
C 0.75 -1.06 0.06 -0.29
O -0.49 -1.18 0.75 -0.09
C 0.50 -1.35 -1.41 -0.25
C 1.78 -1.42 -2.24 -0.11
H 1.21 -0.07 0.17 0.11
H 1.46 -1.80 0.46 0.12
H -0.32 -1.18 1.69 0.07
H -0.07 -2.28 -1.49 0.11
H -0.14 -0.55 -1.81 0.11
H 2.45 -2.18 -1.83 0.07
H 1.53 -1.67 -3.27 0.07
H 2.31 -0.46 -2.26 0.07

16
Properties=species:S:1:pos:R:3:lowdin_charge:R:1 method="wB97M-V/def2-TZVPD" energy_ha=-991.905404 lumo_energy_ev="3.364 / 1.670" s_squared=0.75 e_homo_ev="-3.0472 / -2.9402" homo_lumo_gap_ha="0.236 / 0.169" de_lowest_kj_mol=59.0 total_charge=-1 spin_multiplicity=2
C 0.57 0.24 2.01 -0.27
C -0.73 0.78 1.42 -0.79
S -0.45 2.00 0.08 0.26
S -0.05 -2.38 0.28 0.54
C -0.40 -1.61 -1.29 -0.57
H 1.17 1.09 2.33 0.04
H 0.42 -0.46 2.84 0.05
H 1.12 -0.26 1.23 0.00
H -1.41 1.22 2.15 0.03
H -1.27 -0.05 0.95 -0.02
H -0.78 -0.60 -1.13 -0.01
H -1.22 -2.21 -1.70 0.02
H 0.44 -1.58 -1.96 0.01
H 1.37 1.70 -2.84 0.01
H 0.35 1.21 -1.79 -0.13
O 0.87 0.91 -2.59 -0.17

16
Properties=species:S:1:pos:R:3:lowdin_charge:R:1 method="wB97M-V/def2-TZVPD" energy_ha=-991.837858 lumo_energy_ev=-1.449 smiles=CCSSC.O e_homo_ev=-9.0944 homo_lumo_gap_ha=0.281 de_lowest_kj_mol=193.7
C -2.06 -1.01 -1.42 -0.19
C -1.24 -1.65 -0.22 -0.60
S -0.76 -0.32 0.97 0.58
S 0.51 0.81 -0.94 0.58
C 1.74 -0.45 -0.75 -0.58
H -2.11 -1.73 -2.32 0.09
H -1.53 -0.15 -1.88 -0.01
H -3.05 -0.70 -1.11 0.05
H -1.86 -2.25 0.44 0.05
H -0.30 -2.15 -0.42 0.03
H 1.51 -1.24 0.07 0.05
H 2.03 -0.81 -1.72 0.01
H 2.66 0.09 -0.37 0.03
H 1.88 1.31 1.62 -0.03
H 0.78 2.29 2.04 0.01
O 1.68 2.03 2.19 -0.06

16
Properties=species:S:1:pos:R:3:lowdin_charge:R:1 method="wB97M-V/def2-TZVPD" energy_ha=-991.880287 lumo_energy_ev=0.225 smiles=CCCSS.O e_homo_ev=-9.0271 homo_lumo_gap_ha=0.340 de_lowest_kj_mol=82.3
C 0.57 -0.20 -1.24 -0.28
C 1.73 0.69 -0.70 -0.11
C -0.77 0.56 -1.01 -0.60
S -2.23 -0.51 -1.01 0.41
S -3.37 0.45 0.50 0.26
H 0.66 -0.41 -2.27 0.07
H 0.57 -1.16 -0.72 0.09
H 1.61 1.71 -1.02 0.06
H 2.75 0.34 -1.00 0.09
H 1.81 0.77 0.37 0.05
H -0.66 1.09 -0.09 0.03
H -0.95 1.36 -1.75 0.08
H -2.50 0.00 1.59 -0.14
H 0.27 -2.19 3.32 0.01
H -0.14 -1.04 2.21 0.10
O 0.65 -1.48 2.80 -0.12

16
Properties=species:S:1:pos:R:3:lowdin_charge:R:1 method="wB97M-V/def2-TZVPD" energy_ha=-991.861900 lumo_energy_ev=-1.119 smiles=CCSSC.O e_homo_ev=-9.1208 homo_lumo_gap_ha=0.294 de_lowest_kj_mol=130.6
C 0.63 2.37 -0.08 -0.20
C 0.57 0.90 0.36 -0.65
S 0.67 -0.20 -1.09 0.57
S -1.75 0.27 -1.45 0.56
C -2.15 -0.62 0.03 -0.57
H 0.89 3.04 0.77 0.08
H -0.37 2.72 -0.36 0.05
H 1.32 2.57 -0.87 0.05
H 1.52 0.73 0.86 0.06
H -0.33 0.72 0.91 0.02
H -2.19 -0.04 0.94 0.03
H -3.17 -1.01 -0.15 0.04
H -1.55 -1.51 0.04 0.01
H 1.25 -3.29 -0.32 0.00
H 2.67 -2.98 0.21 0.03
O 1.98 -3.65 0.18 -0.07